82
Properties=species:S:1:pos:R:3:forces:R:3 method="wB97M-V/def2-TZVPD" homo_energy_ev=-4.910 total_charge=-1 orbital_gap_ev=6.202 lumo_ha=0.0475 multiplicity=1
N -0.77752 -3.67943 4.27713 -0.23 -0.59 -0.87
C -1.03194 -4.36281 2.99017 -1.68 -4.02 -0.10
O -1.34891 -5.59907 3.03626 1.50 4.24 -0.28
C -0.99383 -3.67275 1.53544 0.73 1.23 1.11
C 0.05302 -4.39507 0.50795 0.11 1.48 0.27
C 0.62539 -3.17951 -0.40228 -1.03 1.94 -2.40
C 2.14355 -2.70727 -0.28535 -2.24 2.98 -2.72
C 3.15975 -3.45256 0.69991 2.82 -2.69 3.73
O 4.19946 -3.98270 0.14082 -3.26 2.02 0.46
O 2.97275 -3.60001 2.05945 -0.88 1.50 -6.23
C 2.56006 -1.50436 -1.16827 0.26 -1.56 0.67
C 4.08287 -0.95221 -1.04371 -1.28 0.51 0.71
C 4.03368 0.08974 0.21829 -0.31 0.40 -1.81
O 4.31346 -0.57581 1.47760 -3.08 1.21 0.59
C 3.18759 -0.52431 2.36262 1.18 -1.88 4.33
O 3.32926 -0.83143 3.58548 -0.29 1.63 -5.22
C 1.62688 -0.72802 -2.16006 -1.99 -0.37 -0.19
N 1.87235 0.41112 -3.00718 -2.02 -2.81 1.71
S 0.42144 0.81645 -3.81301 0.59 -3.57 3.22
N -0.63317 -0.40360 -3.18988 3.35 -0.96 2.03
C 0.12638 -1.21509 -2.27117 0.63 1.12 -0.50
C -0.34804 -2.44017 -1.38763 3.11 0.05 0.98
Cl -2.11988 -2.94042 -1.59351 2.29 0.52 0.31
H -0.48324 -4.39233 4.97707 -0.42 0.51 -0.99
H -1.63769 -3.24481 4.65016 0.85 -0.12 -0.46
H -0.61675 -2.58658 1.69261 -0.61 -1.79 -0.26
H -2.05069 -3.58410 1.10274 1.56 -0.46 0.71
H -0.44762 -5.20835 -0.11742 0.67 1.27 0.85
H 0.90922 -4.82079 1.13506 -1.08 0.65 -1.05
H 4.38168 -0.34334 -1.97588 -0.67 -1.01 1.37
H 4.83985 -1.78829 -0.85960 -1.29 1.07 -0.15
H 2.98691 0.58972 0.22809 1.77 -0.87 0.09
H 4.78010 0.94011 -0.00160 -0.83 -1.39 0.79
H 2.12222 -0.24658 2.02266 2.07 -0.34 -0.43
O 1.64353 2.00134 1.72891 -0.89 0.63 0.01
C 0.74679 2.30736 2.47427 1.01 -0.24 -0.30
O -0.26920 3.14931 2.13832 0.41 -0.24 -0.19
C -1.09357 3.37859 3.28737 -0.57 0.25 0.21
C -0.84010 2.20228 4.19984 -0.30 -0.33 0.47
C 0.60556 1.86393 3.90399 -0.46 -0.26 0.19
H -0.79998 4.32964 3.74314 0.04 -0.02 -0.04
H -2.14011 3.44065 2.98242 0.18 0.03 -0.17
H -1.03253 2.42381 5.25120 -0.03 0.06 -0.11
H -1.48041 1.36316 3.90931 0.01 0.17 0.02
H 1.29486 2.44044 4.52564 0.12 -0.14 -0.10
H 0.79769 0.79511 4.00480 0.39 0.17 -0.02
O -0.21816 0.26085 -7.71732 0.53 -0.44 0.53
C 0.76684 -0.40476 -7.51983 -0.74 0.80 -0.18
O 1.24675 -0.70720 -6.28321 -0.33 0.04 -0.58
C 2.48427 -1.41527 -6.41442 0.44 -0.25 0.40
C 2.45910 -2.00590 -7.80441 0.33 -0.47 -0.35
C 1.66512 -0.97874 -8.58152 0.16 -0.53 -0.10
H 3.30729 -0.70729 -6.27786 -0.07 -0.02 0.02
H 2.54982 -2.18596 -5.64428 -0.14 0.26 0.08
H 3.45481 -2.19103 -8.21168 -0.05 0.01 0.12
H 1.91706 -2.95708 -7.79345 0.08 0.09 0.03
H 2.30301 -0.18427 -8.97637 -0.15 0.02 -0.05
H 1.08414 -1.43966 -9.38046 -0.02 0.38 -0.03
O -4.21977 1.15241 3.43150 0.44 -0.74 0.01
C -4.30420 -0.05022 3.43020 -0.08 1.00 -0.28
O -3.28161 -0.88480 3.10116 -0.20 0.53 0.22
C -3.75362 -2.23704 3.09876 0.08 -0.49 -0.18
C -4.98453 -2.22982 3.97394 -0.37 -0.46 0.31
C -5.54468 -0.84371 3.73945 -0.06 -0.38 0.37
H -3.98004 -2.52646 2.06837 0.05 0.04 0.05
H -2.97784 -2.89649 3.48680 -0.15 0.28 -0.28
H -5.68528 -3.03246 3.73752 0.14 0.02 -0.01
H -4.69349 -2.33471 5.02444 -0.02 -0.03 -0.10
H -6.21150 -0.81428 2.87440 0.01 0.14 0.07
H -6.04684 -0.45775 4.62665 -0.06 0.24 -0.30
O -2.77672 7.44119 -2.30082 0.14 -0.57 0.62
C -2.01206 6.90951 -1.53562 -0.65 0.69 -0.53
O -2.39530 6.07088 -0.53514 -0.10 0.35 -0.50
C -1.25015 5.70923 0.24612 0.12 -0.45 0.47
C -0.06314 5.93775 -0.65877 0.66 -0.18 -0.02
C -0.52032 7.10320 -1.50931 0.39 -0.39 -0.01
H -1.22170 6.34360 1.13787 -0.03 0.01 -0.04
H -1.33083 4.66663 0.55636 -0.18 0.18 -0.06
H 0.86306 6.12871 -0.11395 -0.12 -0.09 0.02
H 0.09395 5.05961 -1.29318 0.00 0.06 0.14
H -0.29392 8.06369 -1.03988 -0.06 0.03 -0.15
H -0.10060 7.05670 -2.51424 -0.18 0.33 0.05



85
Properties=species:S:1:pos:R:3:forces:R:3 method="wB97M-V/def2-TZVPD" homo_energy_ev=-8.655 smiles="ICCCc1cccc2nccnc12.O=C1OCCO1.O=C1OCCO1.O=C1OCCO1.O=C1OCCO1.O=C1OCCO1.O=C1OCCO1" total_charge=0 orbital_gap_ev=8.673 lumo_ha=0.0007 multiplicity=1 relative_energy_kj_mol=0.00
I 5.77764 -2.83605 0.14012 0.03 0.01 0.13
C 3.90087 -1.82950 -0.04968 -0.10 -0.02 0.09
C 3.65778 -1.39539 -1.47420 0.06 0.05 -0.40
C 2.21738 -0.93604 -1.70287 0.10 -0.15 0.31
C 1.17024 -1.95406 -1.32977 0.17 -0.15 -0.10
C 1.30737 -3.28427 -1.65665 -0.32 0.14 0.20
C 0.33583 -4.23674 -1.28698 -0.21 0.28 0.21
C -0.77989 -3.85821 -0.58792 0.21 -0.24 -0.13
C -0.96203 -2.50620 -0.23892 0.15 0.03 -0.06
N -2.07407 -2.15372 0.46970 0.23 0.15 0.04
C -2.16236 -0.89177 0.77240 -0.26 0.15 -0.05
C -1.21469 0.08770 0.39187 0.15 -0.11 -0.07
N -0.14482 -0.22246 -0.28674 -0.06 -0.11 0.06
C 0.01353 -1.54304 -0.60774 -0.15 -0.07 -0.06
H 3.17170 -2.54107 0.31781 -0.07 -0.16 -0.07
H 3.90303 -0.98416 0.62859 0.19 0.10 0.10
H 3.93949 -2.17706 -2.17685 -0.08 -0.25 0.02
H 4.30677 -0.55708 -1.71272 0.09 0.11 -0.01
H 2.05998 -0.04161 -1.11096 -0.16 0.18 -0.04
H 2.09044 -0.65902 -2.74612 0.04 0.14 -0.14
H 2.17303 -3.63853 -2.19578 0.17 0.12 -0.07
H 0.48696 -5.27400 -1.54241 -0.01 -0.11 -0.05
H -1.52559 -4.57602 -0.28129 -0.15 -0.02 0.04
H -3.02110 -0.56508 1.34411 -0.16 0.05 0.01
H -1.39666 1.11217 0.69513 0.18 -0.03 -0.14
C -3.32371 -2.43574 3.63900 0.14 -0.18 0.04
C -4.39090 -3.41771 3.21255 0.10 0.03 -0.08
O -5.36196 -3.28298 4.27065 0.04 -0.06 -0.05
C -5.20694 -2.06951 4.83488 -0.05 0.05 -0.07
O -5.96681 -1.57236 5.60643 -0.04 0.05 0.00
O -4.08181 -1.47048 4.38790 0.04 0.00 -0.04
H -2.82209 -1.96743 2.80467 -0.05 0.09 0.07
H -2.58032 -2.88940 4.29621 -0.04 0.02 0.07
H -4.85655 -3.14162 2.26805 0.00 0.04 0.00
H -4.03001 -4.43941 3.14449 -0.11 -0.06 0.14
C -7.21091 -4.58744 0.03163 -0.12 0.05 -0.04
C -7.35299 -6.02938 0.47842 -0.10 0.05 0.02
O -6.01390 -6.51631 0.34500 -0.05 -0.03 0.00
C -5.16473 -5.46789 0.41696 -0.01 0.03 -0.03
O -3.98555 -5.55700 0.51413 0.07 0.02 0.05
O -5.84909 -4.29626 0.37053 -0.08 -0.13 -0.04
H -7.88081 -3.90563 0.54809 0.12 0.06 0.08
H -7.33525 -4.46855 -1.04553 0.02 -0.03 -0.01
H -7.65609 -6.11555 1.52304 0.02 0.03 0.01
H -8.02961 -6.61110 -0.14085 0.12 -0.08 -0.06
C 9.93094 -1.63897 -0.47931 -0.02 0.06 0.08
C 8.93704 -0.69615 -1.12824 -0.04 -0.01 0.11
O 9.46268 -0.57401 -2.45606 -0.02 0.02 0.05
C 10.21318 -1.66708 -2.72264 -0.02 0.01 0.02
O 10.65060 -1.94729 -3.78909 0.03 -0.01 -0.05
O 10.39903 -2.39980 -1.59690 0.00 -0.01 0.05
H 9.48310 -2.29363 0.26388 0.00 -0.11 -0.10
H 10.77840 -1.11426 -0.03413 0.00 0.02 -0.01
H 7.93678 -1.12631 -1.17421 0.02 0.01 -0.06
H 8.88779 0.27766 -0.64887 0.07 0.07 -0.14
C 1.66259 4.30619 -2.42533 0.03 -0.23 -0.01
C 0.86095 3.08179 -2.82215 -0.13 0.10 0.05
O 1.89107 2.13060 -3.12480 -0.05 0.03 -0.06
C 3.01006 2.48888 -2.45819 -0.07 -0.06 0.03
O 3.97914 1.80414 -2.36089 0.09 0.01 0.01
O 2.87124 3.71287 -1.91444 -0.03 0.06 -0.03
H 1.18383 4.90563 -1.66497 0.10 0.00 0.15
H 1.91385 4.93609 -3.27587 0.02 0.02 -0.01
H 0.25550 2.69072 -2.00279 0.05 -0.02 0.03
H 0.22788 3.24306 -3.68962 0.10 -0.08 -0.10
C 2.68834 8.98265 -2.43393 0.03 0.11 0.00
C 1.56281 9.75415 -1.76972 0.10 0.05 0.03
O 0.41176 8.98474 -2.13926 0.01 0.07 0.02
C 0.81054 7.72553 -2.41354 -0.04 0.00 0.00
O 0.08191 6.80212 -2.58622 -0.12 0.10 -0.04
O 2.15943 7.65166 -2.46272 0.08 0.02 -0.02
H 3.62112 9.00567 -1.87834 -0.02 -0.15 0.05
H 2.87076 9.30829 -3.45882 -0.03 0.00 -0.01
H 1.64507 9.75929 -0.68208 0.01 -0.03 0.00
H 1.46445 10.77483 -2.12733 -0.13 -0.04 -0.08
C -5.10881 2.08142 4.58275 -0.11 0.00 0.09
C -5.91898 1.58390 3.40252 -0.01 0.07 0.08
O -5.06544 1.91050 2.29363 -0.10 -0.03 -0.01
C -3.79786 2.00298 2.74685 0.08 -0.02 0.03
O -2.83614 2.08992 2.04676 -0.14 0.04 0.08
O -3.76477 1.97500 4.09123 -0.04 0.06 0.05
H -5.23583 1.47914 5.47761 0.16 -0.11 -0.04
H -5.31011 3.12870 4.81449 0.01 0.01 -0.03
H -6.06239 0.50837 3.42640 0.01 -0.17 0.04
H -6.88238 2.07398 3.29597 0.06 0.10 -0.13